The following is a DFT calculation (ωB97M-V with the def2-TZVPD basis set) of 2 unconnected molecules or ions with the total composition C2HCl2NO3 in a non-equilibrium geometry.

Each atom is followed by the atoms it is bonded to, with distances in Å.
Atoms and positions in Å:
1 C 1.291 0.620 -1.291  C2 1.611, O4 1.234, O6 1.212
2 C 0.886 0.440 0.257  C1 1.611, N3 1.365, Cl7 1.705
3 N 1.112 -0.772 0.844  C2 1.365, O5 1.267, H9 1.127
4 O 0.912 1.664 -1.828  C1 1.234
5 O 0.848 -1.003 2.061  N3 1.267
6 O 1.806 -0.418 -1.648  C1 1.212
7 Cl 0.094 1.633 1.183  C2 1.705
8 Cl -8.707 -0.676 0.162  no bonds
9 H 1.759 -1.488 0.261  N3 1.127

Results
E_tot, hartree: -1277.69341
Energy above the lowest of the compared OMol25 structures with the same formula, charge and spin, kJ/mol: 0.0
HOMO-LUMO gap, hartree: 0.262
Net charge: -2
Multiplicity: 1
Highest occupied orbital energy, eV: -1.90